39
Properties=species:S:1:pos:R:3:mulliken_charge:R:1 method="wB97M-V/def2-TZVPD" e_above_lowest_kj_mol=7.0 max_force_ha_per_bohr=0.0111 smiles="CC[C@@H](C)[C@H](NC(=O)Nc1cccc(Br)c1)C(=O)OC" e_tot_ha=-3454.1777 charge=0 multiplicity=1
C 2.45 0.87 -2.90 -1.43
C 1.93 1.05 -1.48 -0.30
C 2.49 0.00 -0.51 0.38
C 3.93 0.30 -0.12 -1.51
C 1.61 -0.10 0.76 -0.63
N 0.39 -0.83 0.51 -0.15
C 0.08 -1.96 1.19 0.31
O 0.85 -2.54 1.93 -0.69
N -1.17 -2.49 0.92 -0.06
C -2.34 -1.89 0.46 0.22
C -3.33 -2.70 -0.11 -0.59
C -4.51 -2.14 -0.57 -0.57
C -4.73 -0.78 -0.48 -0.43
C -3.76 0.00 0.11 -0.12
Br -4.04 1.88 0.28 -0.22
C -2.57 -0.52 0.59 -0.33
C 1.33 1.29 1.32 0.28
O 2.16 2.01 1.80 -0.60
O 0.04 1.62 1.19 -0.11
C -0.33 2.92 1.65 -0.68
H 3.53 1.00 -2.94 0.31
H 2.20 -0.12 -3.28 0.36
H 2.00 1.61 -3.56 0.40
H 0.84 0.98 -1.50 0.18
H 2.19 2.05 -1.12 0.28
H 2.44 -0.98 -0.99 0.41
H 3.98 1.22 0.45 0.29
H 4.55 0.39 -1.01 0.41
H 4.33 -0.51 0.49 0.42
H 2.16 -0.67 1.52 0.59
H -0.25 -0.45 -0.17 0.44
H -1.26 -3.46 1.21 0.28
H -3.16 -3.76 -0.18 0.38
H -5.26 -2.78 -1.00 0.37
H -5.65 -0.34 -0.84 0.42
H -1.86 0.12 1.08 0.89
H -1.37 3.06 1.37 0.10
H -0.21 2.97 2.74 0.34
H 0.31 3.68 1.19 0.32

=====

84
Properties=species:S:1:pos:R:3:mulliken_spin:R:1 method="wB97M-V/def2-TZVPD" e_above_lowest_kj_mol=547.0 s_squared=20.0115 max_force_ha_per_bohr=0.0963 e_tot_ha=-3662.7335 charge=+1 multiplicity=9
Cr -3.44 0.49 -1.56 5.81
B 0.39 -0.17 1.59 -0.03
F 1.00 0.68 0.75 0.37
F -0.91 -0.02 1.39 0.31
F 0.73 -1.47 1.43 0.06
F 0.67 0.25 2.85 0.31
C -5.87 -0.94 4.13 0.00
O -7.08 -0.66 3.57 0.00
C -7.26 -0.53 2.25 0.02
O -6.39 -0.38 1.37 0.01
O -8.50 -0.47 1.94 0.00
C -9.15 -0.11 0.70 0.00
H -5.16 -0.12 4.09 0.00
H -5.50 -1.80 3.57 0.00
H -6.12 -1.21 5.15 0.00
H -10.23 -0.14 0.82 0.00
H -8.89 -0.86 -0.04 0.00
H -8.75 0.81 0.27 0.00
C 0.83 2.12 -8.21 0.00
O 0.05 1.82 -7.08 0.00
C 0.50 2.22 -5.84 0.01
O -0.06 1.92 -4.81 0.01
O 1.66 2.97 -5.92 0.00
C 2.35 3.33 -4.71 0.00
H 1.71 1.49 -8.27 0.00
H 1.12 3.17 -8.29 0.00
H 0.30 2.06 -9.16 0.00
H 1.65 3.99 -4.19 0.00
H 3.40 3.62 -4.65 0.00
H 2.30 2.48 -4.04 0.00
C 8.92 8.61 -0.51 0.00
O 7.99 8.20 0.46 0.00
C 7.43 6.97 0.46 0.00
O 7.67 6.08 -0.39 0.00
O 6.86 6.80 1.68 0.00
C 6.14 5.57 1.85 0.00
H 8.94 9.70 -0.50 0.00
H 8.67 8.33 -1.54 0.00
H 9.93 8.28 -0.26 0.00
H 5.19 5.47 1.34 0.00
H 5.91 5.33 2.88 0.00
H 6.60 4.68 1.42 0.00
C -2.21 5.78 2.10 0.00
O -2.40 6.56 0.95 0.00
C -2.62 5.98 -0.20 0.01
O -2.98 4.79 -0.44 0.01
O -2.58 6.92 -1.10 0.00
C -3.00 6.67 -2.45 0.00
H -1.82 4.77 2.02 0.00
H -3.17 5.68 2.60 0.00
H -1.77 6.29 2.95 0.00
H -3.72 7.33 -2.93 0.00
H -3.47 5.69 -2.56 0.00
H -2.09 6.72 -3.04 0.00
C -2.98 -5.40 -0.71 0.00
O -2.62 -5.78 -2.05 0.09
C -2.60 -4.78 -3.03 -0.02
O -2.78 -3.54 -2.80 0.95
O -2.32 -5.32 -4.20 0.08
C -2.04 -4.57 -5.45 -0.01
H -2.05 -5.11 -0.22 0.00
H -3.41 -6.28 -0.23 0.00
H -3.79 -4.67 -0.75 0.00
H -3.01 -4.16 -5.73 0.00
H -1.69 -5.32 -6.15 0.00
H -1.33 -3.77 -5.22 0.00
C 1.75 -9.91 7.81 0.00
O 2.49 -8.84 7.28 0.00
C 2.08 -7.59 7.63 0.00
O 1.17 -7.33 8.38 0.00
O 2.88 -6.71 7.08 0.00
C 2.39 -5.41 6.87 0.00
H 1.17 -9.72 8.71 0.00
H 2.37 -10.76 8.10 0.00
H 1.07 -10.30 7.06 0.00
H 2.97 -4.66 6.33 0.00
H 2.32 -4.88 7.82 0.00
H 1.36 -5.47 6.52 0.00
C 4.01 -4.85 -2.72 0.00
C 3.40 -6.09 -3.11 0.00
N 2.87 -7.07 -3.43 0.00
H 3.88 -4.64 -1.66 0.00
H 3.58 -3.93 -3.11 0.00
H 5.08 -4.88 -2.90 0.00

=====

66
Properties=species:S:1:pos:R:3:mulliken_spin:R:1 method="wB97M-V/def2-TZVPD" e_above_lowest_kj_mol=139.0 s_squared=2.0203 max_force_ha_per_bohr=0.0025 e_tot_ha=-1516.6408 charge=0 multiplicity=3
Pt -0.37 -0.27 -0.90 1.35
C 0.15 -2.95 -2.52 0.07
C 1.20 -3.22 -1.43 0.01
C 0.87 -2.98 0.04 0.01
N 0.59 -1.59 0.38 0.03
C 0.64 -1.21 1.64 -0.03
C 0.89 -2.14 2.70 0.06
C 1.30 -1.93 4.00 -0.03
C 1.62 -0.76 4.67 0.06
C 1.43 0.52 4.17 -0.03
C 0.86 0.95 2.99 0.07
C 0.33 0.22 1.89 -0.01
N -0.38 0.80 0.95 0.12
C -0.60 2.24 0.97 0.00
C -1.55 2.75 -0.12 0.00
C -1.09 2.51 -1.57 0.03
N -1.40 1.16 -1.98 0.03
C -2.59 0.83 -2.44 -0.03
C -3.60 1.78 -2.76 0.07
C -4.75 1.64 -3.51 -0.03
C -5.28 0.55 -4.17 0.06
C -4.79 -0.75 -4.10 -0.03
C -3.76 -1.27 -3.34 0.08
C -2.86 -0.64 -2.45 -0.03
N -2.12 -1.30 -1.59 0.12
C -2.18 -2.73 -1.39 0.04
C -1.26 -3.52 -2.33 -0.04
H 0.08 -1.88 -2.73 -0.03
H 0.56 -3.38 -3.44 0.00
H 1.49 -4.27 -1.49 0.00
H 2.10 -2.64 -1.68 -0.01
H 0.03 -3.62 0.34 0.00
H 1.74 -3.32 0.62 -0.01
H 0.76 -3.18 2.43 0.01
H 1.43 -2.85 4.57 0.00
H 2.01 -0.85 5.68 0.01
H 1.76 1.33 4.83 0.00
H 0.80 2.02 2.89 0.02
H -1.01 2.54 1.94 0.00
H 0.36 2.76 0.86 0.00
H -2.54 2.31 0.01 0.00
H -1.66 3.82 0.04 0.00
H -1.53 3.25 -2.24 -0.01
H 0.00 2.63 -1.64 0.00
H -3.42 2.78 -2.40 0.01
H -5.31 2.57 -3.63 0.00
H -6.16 0.71 -4.78 0.00
H -5.32 -1.48 -4.70 0.00
H -3.64 -2.35 -3.41 0.01
H -1.90 -2.90 -0.35 0.00
H -3.21 -3.09 -1.50 0.00
H -1.21 -4.55 -1.97 0.00
H -1.73 -3.56 -3.32 0.00
N 2.48 1.04 -0.91 0.00
C 3.02 1.41 0.04 0.01
C 3.70 1.86 1.22 0.00
C 4.21 0.93 2.12 0.00
C 4.85 1.37 3.27 0.00
C 4.96 2.73 3.52 0.00
C 4.44 3.66 2.63 0.00
C 3.81 3.23 1.47 0.00
H 4.10 -0.12 1.92 0.00
H 5.24 0.65 3.97 0.00
H 5.45 3.07 4.43 0.00
H 4.53 4.72 2.83 0.00
H 3.40 3.94 0.77 0.00

=====

42
Properties=species:S:1:pos:R:3:mulliken_charge:R:1 method="wB97M-V/def2-TZVPD" e_above_lowest_kj_mol=485.7 max_force_ha_per_bohr=0.1034 smiles="COC1=CC=C(c2nc3cc4c(cc3c(=O)o2)OCCO4)[C@H](OC)C1" e_tot_ha=-1202.1923 charge=0 multiplicity=1
C 3.33 -5.67 1.89 -0.96
O 3.45 -4.15 1.71 -0.41
C 2.41 -3.40 1.26 0.55
C 1.16 -3.81 1.05 -0.67
C 0.20 -2.85 0.58 -0.38
C 0.62 -1.62 0.22 -0.38
C -0.43 -0.72 -0.20 0.18
N -0.07 0.51 -0.41 -0.44
C -1.04 1.47 -0.50 0.00
C -0.70 2.78 -0.66 -0.61
C -1.61 3.85 -0.64 0.37
C -2.94 3.54 -0.38 0.94
C -3.34 2.21 -0.33 -0.95
C -2.41 1.14 -0.26 0.56
C -2.70 -0.29 -0.26 0.12
O -3.88 -0.66 -0.15 -0.67
O -1.68 -1.15 -0.28 -0.29
O -3.91 4.54 -0.41 -0.43
C -3.49 5.89 -0.34 -0.40
C -2.15 6.13 -0.99 -0.44
O -1.20 5.15 -0.82 -0.46
C 2.06 -1.16 0.27 0.50
O 2.62 -1.16 -1.08 -0.46
C 2.47 -2.26 -1.93 -0.45
C 2.86 -1.99 1.19 -0.73
H 2.55 -5.89 2.61 0.35
H 3.09 -6.13 0.99 0.40
H 4.23 -6.13 2.19 0.29
H 0.97 -4.84 1.17 0.49
H -0.85 -3.13 0.60 0.48
H 0.31 2.99 -0.78 0.58
H -4.44 2.03 -0.16 0.36
H -4.23 6.48 -0.86 0.30
H -3.44 6.27 0.75 0.25
H -1.80 6.99 -0.47 0.31
H -2.13 6.46 -2.04 0.30
H 1.92 -0.17 0.76 0.44
H 3.16 -2.16 -2.79 0.29
H 1.49 -2.53 -2.41 0.18
H 2.81 -3.11 -1.25 0.19
H 2.81 -1.57 2.24 0.35
H 3.91 -1.91 0.93 0.32

=====

36
Properties=species:S:1:pos:R:3:mulliken_charge:R:1 method="wB97M-V/def2-TZVPD" e_above_lowest_kj_mol=45.4 max_force_ha_per_bohr=0.0576 smiles="NC(N)=O.NC(N)=O.NC(N)=O.CO.CO" e_tot_ha=-907.3167 charge=0 multiplicity=1
N 6.71 9.11 5.52 -0.36
C 5.55 9.70 6.03 0.42
N 5.65 10.43 7.19 -0.20
O 4.50 9.58 5.36 -0.68
H 6.52 8.47 4.81 0.24
H 7.48 8.88 6.15 0.21
H 4.79 10.89 7.54 0.17
H 6.52 10.72 7.60 0.14
N 10.11 5.71 8.73 -0.43
C 9.52 6.87 9.16 0.54
N 8.77 6.82 10.31 -0.29
O 9.56 7.89 8.48 -0.65
H 10.61 5.79 7.87 0.24
H 10.13 4.95 9.34 0.16
H 8.18 7.65 10.44 0.12
H 8.71 6.03 10.86 0.14
N 6.18 8.90 10.35 -0.34
C 6.64 9.14 11.60 0.57
N 7.09 10.35 12.10 -0.29
O 6.65 8.16 12.35 -0.65
H 6.12 9.55 9.60 0.22
H 5.93 7.94 10.18 0.26
H 7.46 10.27 13.01 0.20
H 6.93 11.30 11.86 0.10
C 6.83 13.49 9.62 -0.13
O 7.98 13.50 8.78 -0.46
H 5.89 13.38 9.02 0.25
H 6.84 12.72 10.36 -0.28
H 6.65 14.41 10.12 0.37
H 7.82 14.18 8.12 0.29
C 9.37 10.81 7.43 -0.82
O 8.24 10.42 8.33 -0.23
H 9.93 9.92 7.20 0.36
H 8.98 11.25 6.52 0.29
H 10.05 11.43 8.00 0.24
H 8.59 9.59 8.70 0.29

=====

26
Properties=species:S:1:pos:R:3:mulliken_spin:R:1 method="wB97M-V/def2-TZVPD" s_squared=6.0062 max_force_ha_per_bohr=0.0671 e_tot_ha=-2186.3718 charge=+1 multiplicity=5
Fe 2.40 3.50 -1.93 3.85
Cl 0.71 1.96 -0.98 0.15
C -2.83 0.41 -0.96 0.00
O -2.55 1.72 -0.51 0.00
H -3.28 -0.24 -0.21 0.00
H -3.38 0.46 -1.90 0.00
H -1.89 -0.05 -1.27 0.00
H -1.64 1.85 -0.78 0.00
C 1.25 1.08 3.34 0.00
O 1.92 2.02 2.60 0.00
H 0.20 1.08 3.04 0.00
H 1.71 0.10 3.31 0.00
H 1.37 1.42 4.37 0.00
H 1.67 1.97 1.67 0.00
C -0.35 -1.68 1.14 0.00
O 0.81 -0.95 1.12 0.00
H -0.21 -2.52 0.47 0.00
H -0.58 -2.00 2.15 0.00
H -1.19 -1.04 0.85 0.00
H 0.79 -0.29 0.42 0.00
C 0.71 -1.77 -2.65 0.00
O 1.35 -0.66 -3.16 0.00
H 0.99 -2.56 -3.34 0.00
H 1.06 -2.17 -1.69 0.00
H -0.38 -1.64 -2.63 0.00
H 1.33 0.02 -2.47 0.00